1.
Molecular formula: C27H44Cl2NO2PY
Method: DFT, wB97M-V/def2-TZVPD

Results
Strongest force on any atom (hartree/bohr): 0.196
E_LUMO (spin up / spin down) (eV): 0.8791 / 0.8536
Total energy (Eh): -2560.5272
Net charge: -1
HOMO energy (spin up / spin down) (eV): -1.50 / -1.55
Gap between HOMO and LUMO (spin up / spin down) (eV): 2.38 / 2.40

Structure (XYZ):
```
78
C27H44Cl2NO2PY, DFT wB97M-V/def2-TZVPD
P 0.1183 -1.0187 -4.4427
C 1.7142 -0.4011 -5.2267
C 2.0274 -0.7467 -6.6932
C 3.4562 -0.3112 -7.0567
C 3.6644 1.1874 -6.8037
C 3.3239 1.5551 -5.3537
C 1.9011 1.1086 -4.9875
C -1.3084 -0.1162 -5.2625
C -1.3066 0.0666 -6.7877
C -2.6485 0.6388 -7.2720
C -2.9687 1.9657 -6.5713
C -2.9455 1.8066 -5.0453
C -1.6087 1.2244 -4.5627
C -0.0266 -2.7178 -5.2200
C 1.1620 -3.5869 -4.7655
C 1.0755 -5.0113 -5.3313
C -0.2490 -5.6813 -4.9475
C -1.4406 -4.8252 -5.3921
C -1.3502 -3.3994 -4.8278
H 2.4722 -0.9095 -4.6086
H 1.3179 -0.2391 -7.3557
H 1.9146 -1.8213 -6.8722
H 3.6665 -0.5537 -8.1059
H 4.1708 -0.8840 -6.4479
H 4.6971 1.4740 -7.0373
H 3.0146 1.7595 -7.4820
H 4.0378 1.0638 -4.6773
H 3.4304 2.6360 -5.1994
H 1.6780 1.3561 -3.9426
H 1.1841 1.6630 -5.6078
H -2.1515 -0.7809 -5.0143
H -3.4458 -0.0874 -7.0571
H -1.0964 -0.8833 -7.2928
H -0.5051 0.7629 -7.0662
H -2.6287 0.7772 -8.3603
H -3.9443 2.3441 -6.9003
H -2.2209 2.7161 -6.8664
H -3.1331 2.7721 -4.5592
H -3.7592 1.1326 -4.7400
H -1.6216 1.0796 -3.4764
H -0.8064 1.9418 -4.7772
H 0.0032 -2.6302 -6.3160
H 2.1103 -3.1270 -5.0656
H 1.1657 -3.6276 -3.6668
H 1.1561 -4.9689 -6.4272
H 1.9240 -5.6071 -4.9729
H -0.2845 -5.8101 -3.8562
H -0.3129 -6.6834 -5.3890
H -2.3835 -5.2897 -5.0784
H -1.4600 -4.7755 -6.4905
H -2.2043 -2.8136 -5.1851
H -1.4229 -3.4316 -3.7314
Y 0.0000 0.0000 0.0000
Cl -2.0256 -0.6797 -0.8405
Cl 2.2224 0.0393 -0.5667
C -0.3405 1.4972 1.0036
H -0.6007 1.4632 2.0657
C -0.4276 2.8158 0.3975
C -1.1329 3.8375 1.0682
C -1.2774 5.0970 0.4967
C -0.7112 5.3679 -0.7513
C 0.0063 4.3723 -1.4214
C 0.1510 3.1118 -0.8556
H -1.5751 3.6223 2.0381
H -1.8287 5.8710 1.0236
H 0.4624 4.5863 -2.3838
H 0.7448 2.3528 -1.3601
H -0.8196 6.3531 -1.1958
N -0.2526 -1.8675 4.7324
C 1.0019 -2.0109 3.9945
C 0.9811 -1.1715 2.7531
O 1.8410 -0.1887 2.6165
O 0.0885 -1.3928 1.8122
H -0.3976 -0.8666 5.0000
H -0.2060 -2.4450 5.6024
H -1.0566 -2.1952 4.1492
H 1.8440 -1.6859 4.6453
H 1.1619 -3.0743 3.7176
```

2.
Molecular formula: C27H44ClFIN6O9P2S2
Method: DFT, wB97M-V/def2-TZVPD

Results
Strongest force on any atom (hartree/bohr): 0.029
E_LUMO (eV): 2.1354
Total energy (Eh): -4397.7618
Net charge: -1
HOMO energy (eV): -5.92
Gap between HOMO and LUMO (eV): 8.06

Structure (XYZ):
```
93
C27H44ClFIN6O9P2S2, DFT wB97M-V/def2-TZVPD
C 2.4180 2.7635 -1.6968
C 1.3008 2.2478 -1.2128
C 1.1442 1.4549 0.0497
C 2.4682 1.4074 0.8178
C 2.5814 0.6807 2.1731
C 1.3380 0.0857 2.8202
C 1.7458 -0.5251 4.1528
O 0.6830 -1.3529 4.6697
C 0.6008 -2.6285 4.2194
C 1.8263 -3.5007 4.3017
O -0.4481 -3.0616 3.8263
O 0.3590 0.2682 -0.0601
C 0.5898 -1.0274 -0.5601
Cl 2.1306 -1.7426 0.0613
C -0.5287 -1.8440 0.1080
C -1.8889 -1.7311 -0.5466
C -2.9374 -2.5343 0.2335
C -4.3561 -2.0639 -0.0727
N -5.0226 -2.9559 -1.0532
C -4.3819 -2.8527 -2.3217
N -4.6364 -1.9177 -3.1432
N -3.4605 -3.8814 -2.5107
C 0.5967 -1.2890 -2.1451
O 1.8632 -0.8823 -2.6041
C 2.4982 -1.5358 -3.6671
C 1.7215 -1.6913 -4.9798
I 3.5276 -3.3776 -3.1498
P 3.9132 -0.4003 -4.0565
S 5.3209 -0.1017 -2.7470
C 0.2852 -2.8265 -2.4998
O 0.6861 -3.6082 -1.6510
O -0.2177 -3.0120 -3.5986
S -0.6019 -0.0961 -3.0994
O -1.6758 -0.7613 -3.7474
O 0.2190 0.7718 -3.8842
F -1.2896 0.8278 -2.0205
P -0.0759 2.6788 0.9351
N -1.3165 1.6608 1.6033
O 0.7429 3.1883 2.2798
H 3.3500 2.8507 -1.1687
H 2.3883 3.1964 -2.6866
H 0.3750 2.4581 -1.7234
H 3.2060 0.9602 0.1537
H 2.7941 2.4372 0.9399
H 3.3086 -0.1212 2.0722
H 3.0240 1.3767 2.8900
H 0.5641 0.8090 3.0325
H 0.9757 -0.7375 2.2151
H 1.8523 0.2665 4.8906
H 2.6804 -1.0702 4.0519
H 1.9598 -3.9790 3.3373
H 1.6250 -4.2673 5.0450
H 2.7142 -2.9605 4.6047
H -0.2155 -2.8679 0.2523
H -0.6283 -1.4071 1.1024
H -1.8879 -2.1040 -1.5689
H -2.2224 -0.7001 -0.4882
H -2.7409 -2.3388 1.2903
H -2.8206 -3.6043 0.0884
H -4.3160 -1.0477 -0.4688
H -4.9610 -2.0316 0.8298
H -5.9624 -2.5978 -1.1903
H -4.0413 -2.0406 -3.9604
H -3.3536 -4.1269 -3.4855
H -3.7680 -4.7009 -2.0058
H 0.6627 -1.5094 -4.8690
H 1.8178 -2.7090 -5.3384
H 2.1235 -1.0427 -5.7601
H 4.4237 -0.9948 -5.2132
H 3.2660 0.7592 -4.4997
H -2.1079 1.7168 0.9724
H -1.6392 2.0912 2.4664
H 0.2184 3.1397 3.0847
N -5.0551 1.8256 -1.0559
C -5.5888 3.0019 -0.6063
C -6.9511 2.9149 -0.7303
C -7.2441 1.6325 -1.2761
C -6.0513 0.9845 -1.4598
H -4.0756 1.6049 -1.0951
H -4.9592 3.7961 -0.2430
H -7.6575 3.6833 -0.4635
H -8.2178 1.2334 -1.5060
H -5.8147 0.0086 -1.8546
N 6.0889 4.7128 3.4370
C 4.9851 4.7487 2.6274
C 4.0349 3.9302 3.1737
C 4.5877 3.3806 4.3644
C 5.8540 3.8833 4.4996
H 6.9405 5.2152 3.2738
H 4.9709 5.3483 1.7337
H 3.0538 3.7440 2.7689
H 4.1088 2.6930 5.0417
H 6.6038 3.7214 5.2547
```